A molecular structure, C14H26ILaOP2S at a distorted geometry. Source: the OMol25 dataset; level of theory: wB97M-V/def2-TZVPD.

Calculated values
Gap between HOMO and LUMO, eV: 5.43
Largest force on an atom, hartree/bohr: 0.1249
Energy above the lowest of the compared OMol25 structures with the same formula, charge and spin, kJ/mol: 7.4
Multiplicity: 1
Charge: +2

Last column: Mulliken charge in e.
Positions of all 46 atoms, in Å:
1 C 0.405 0.045 -5.159  -0.93
2 I -1.264 -0.166 -3.651  0.08
3 H 1.398 0.154 -4.712  0.38
4 H 0.131 0.925 -5.753  0.35
5 H 0.340 -0.859 -5.777  0.35
6 La 0.865 0.058 -1.386  1.33
7 P 0.026 2.764 -0.790  0.78
8 C -1.496 3.661 -1.236  -1.24
9 C 0.610 3.762 0.630  -1.32
10 H 0.762 4.803 0.312  0.47
11 H 1.232 4.498 -1.921  0.41
12 H 1.553 3.356 1.017  0.37
13 H 2.190 2.972 -1.974  0.46
14 H -2.250 3.499 -0.450  0.37
15 H -0.129 3.737 1.440  0.40
16 C 1.182 3.412 -2.091  -1.33
17 H -1.276 4.738 -1.323  0.44
18 H 0.803 3.203 -3.104  0.41
19 H -1.885 3.281 -2.192  0.36
20 P 0.070 -2.539 -0.430  0.81
21 C -1.470 -3.477 -0.669  -1.19
22 C 1.186 -3.376 -1.634  -1.39
23 H 1.649 -2.905 1.391  0.37
24 H 0.733 -4.399 0.985  0.49
25 H -0.025 -3.085 1.950  0.35
26 C 0.664 -3.308 1.124  -1.33
27 H 2.182 -2.909 -1.629  0.45
28 H 1.268 -4.416 -1.297  0.39
29 H -1.258 -4.553 -0.567  0.42
30 H -1.885 -3.271 -1.666  0.36
31 H 0.770 -3.338 -2.648  0.41
32 H -2.207 -3.172 0.090  0.38
33 C -1.377 -0.026 -0.493  -0.17
34 O -2.453 -0.113 -0.064  -0.12
35 S 1.908 0.286 1.356  -0.35
36 C 0.830 0.029 2.676  0.71
37 C 1.184 -0.754 3.804  -0.57
38 C 0.241 -1.033 4.795  -0.47
39 C -1.088 -0.597 4.647  -0.52
40 C -1.418 0.249 3.581  -0.67
41 C -0.451 0.610 2.640  -0.41
42 H 2.199 -1.147 3.831  0.42
43 H 0.538 -1.618 5.665  0.39
44 H -1.842 -0.902 5.381  0.42
45 H -2.438 0.621 3.465  0.42
46 H -0.707 1.300 1.833  0.29

Atomic forces in eV per Å
-0.7134 -0.0966 -0.3168
0.5114 0.0536 -1.4033
-0.3775 -0.0414 0.1816
0.0601 -0.2439 0.3851
-0.0010 0.2487 0.3986
3.2130 0.4062 1.4146
0.1046 1.6775 -0.0820
-0.2975 -0.2386 -0.0941
0.1562 -0.3355 0.3525
-0.1443 -0.3095 0.0156
0.2136 -0.3661 -0.3137
-0.2338 0.0873 -0.0751
-0.1909 0.3471 -0.0699
0.1742 0.1257 -0.3009
0.1539 -0.0185 -0.1606
-0.1172 -0.3793 0.1059
-0.1173 -0.4197 0.0471
0.1319 0.1467 0.2694
0.0065 0.1989 0.2720
0.0983 -1.7879 0.5531
-0.3713 0.2307 -0.1994
-0.1000 0.3871 -0.0360
-0.2296 -0.1065 -0.0552
-0.1051 0.3836 -0.0248
0.1402 -0.0213 -0.1996
0.1957 0.4577 0.2949
-0.0522 -0.2902 0.0100
0.1840 0.1573 -0.2964
-0.1111 0.4162 -0.0413
0.0022 -0.1577 0.2409
0.0888 -0.1085 0.1403
0.1945 -0.1611 -0.2322
-5.8177 -0.2763 2.7080
4.0269 0.3350 -1.6858
0.3832 -0.1604 -2.3826
-1.3663 -0.0892 1.4196
-0.1317 0.3730 -0.8086
-0.2750 0.0940 -0.3652
0.4009 0.0857 0.0244
0.1333 -0.0952 0.0896
-0.1408 -0.6252 0.2067
-0.2201 0.0224 0.2489
-0.1295 0.1010 -0.2609
0.3041 0.2364 -0.3178
0.3003 -0.0537 0.1526
0.0654 -0.1893 0.1907